Entry 1:
{
  "formula": "C10H19N3O4S",
  "method": "wB97M-V/def2-TZVPD",
  "lumo_ev": 0.4,
  "gap_ev": 9.49,
  "largest_force_ev_per_a": 7.0,
  "smiles": "CNC(=O)[C@H](CS)NC(=O)[C@H](NC(C)=O)[C@@H](C)O",
  "relative_energy_ev": 2.5298,
  "multiplicity": 1,
  "species": ["O", "O", "O", "O", "S", "C", "C", "C", "N", "N", "N", "C", "C", "C", "C", "C", "C", "C", "H", "H", "H", "H", "H", "H", "H", "H", "H", "H", "H", "H", "H", "H", "H", "H", "H", "H", "H"],
  "xyz": [[2.4235, -3.0881, -1.4114], [-3.4580, 2.9464, -0.2230], [-1.1932, -0.4460, 0.2791], [2.3115, 1.1770, 0.5703], [-1.1251, 1.6350, -3.6699], [1.4761, -3.1691, -0.6481], [-2.4030, 2.3762, 0.1044], [-0.2006, 0.0387, -0.3090], [-2.1487, 1.9854, 1.3339], [-0.1842, 1.3122, -0.8294], [0.8682, -2.2116, -0.1158], [1.0097, -4.5281, -0.0653], [-2.6794, 2.4657, 2.5823], [-2.1252, 1.4604, -2.2211], [3.3164, -0.6603, 1.2865], [-1.4048, 2.0215, -1.0363], [1.1072, -0.7536, -0.2726], [1.9220, -0.1371, 0.8259], [3.0435, 1.1104, -0.0196], [-1.9293, 0.9360, -4.4014], [-1.2835, 1.4967, 1.4331], [0.6510, 1.8198, -1.1511], [0.3347, -2.5089, 0.6387], [0.6770, -4.5658, 1.0176], [1.7690, -5.2744, -0.4576], [0.1836, -4.8232, -0.6403], [-2.0852, 3.1944, 3.0508], [-3.7144, 2.7497, 2.5758], [-2.8090, 1.5915, 3.1943], [-2.1357, 0.3709, -2.0406], [-3.0945, 1.8467, -2.4055], [3.8455, -0.8707, 0.3083], [3.2200, -1.6553, 1.7222], [3.9835, 0.0757, 1.8209], [-1.0976, 3.0613, -1.3775], [1.5313, -0.6798, -1.2351], [1.3977, -0.2995, 1.7866]],
  "nbo_charge": [-0.650, -0.647, -0.639, -0.709, -0.036, 0.677, 0.676, 0.689, -0.572, -0.624, -0.565, -0.729, -0.418, -0.525, -0.634, -0.150, -0.171, 0.082, 0.467, 0.122, 0.395, 0.439, 0.401, 0.220, 0.251, 0.230, 0.197, 0.231, 0.205, 0.219, 0.255, 0.205, 0.214, 0.240, 0.230, 0.241, 0.182]
}

=====

Entry 2:
{
  "formula": "CH4BrClSi",
  "method": "wB97M-V/def2-TZVPD",
  "lumo_ev": [-0.8, -0.8],
  "gap_ev": [8.54, 8.54],
  "largest_force_ev_per_a": 3.7,
  "relative_energy_ev": 5.6189,
  "multiplicity": 1,
  "species": ["C", "Si", "Cl", "Br", "H", "H", "H", "H"],
  "xyz": [[-0.5392, -0.6512, 0.3555], [0.5775, 0.5816, -0.5284], [0.0417, -2.1287, 0.9187], [-2.2221, -0.7836, -0.4435], [-0.6604, 0.3638, 1.9762], [1.5674, -0.0903, -1.5111], [1.4249, 1.0158, 0.5975], [-0.1897, 1.6924, -1.3648]],
  "nbo_charge": [-0.774, 0.877, 0.075, 0.125, 0.112, -0.153, -0.151, -0.111]
}